91
Properties=species:S:1:pos:R:3 method="wB97M-V/def2-TZVPD" e_tot_ha=-7444.141322 homo_lumo_gap_ev=8.151 charge=+1 homo_ev=-12.042 multiplicity=1 e_lumo_ev=-3.892
C 5.3886 -3.4448 2.3891
C 4.0909 -3.6914 1.5731
C 2.7642 -3.5153 2.4226
Cl 1.8494 -5.0896 2.4230
C 1.9011 -2.2488 2.1121
C 2.9847 -1.1011 1.9905
C 2.4761 0.3548 2.1031
C 3.7355 1.2613 2.3295
N 4.8024 1.0165 1.3373
C 1.0653 -2.0351 3.4366
Br 2.1861 -1.3551 4.9461
N -0.0475 -1.1047 3.3468
C -0.8733 -1.1405 2.1661
N -2.2461 -1.3597 2.5773
Br -0.8807 0.7695 1.4392
C -0.4285 -2.1306 1.0048
C -1.1868 -3.4585 1.1879
N -1.1041 -4.0273 2.5458
O -0.8071 -1.4282 -0.1809
N -1.6735 -2.1604 -1.0440
O -2.7086 -1.6488 -1.0453
N 1.0889 -2.2292 0.8582
C 1.4811 -3.1240 -0.2644
C 2.3489 -2.3962 -1.3508
O 3.3486 -2.8218 -1.7118
I 1.6864 -0.5685 -2.3062
H 6.1958 -3.9888 1.8659
H 5.6621 -2.3849 2.4910
H 5.3000 -3.9555 3.3662
H 4.0859 -3.1449 0.6205
H 4.1041 -4.7636 1.3024
H 3.1586 -3.4684 3.4495
H 3.8318 -1.2635 2.6677
H 3.3937 -1.1855 0.9597
H 2.0794 0.6633 1.1148
H 1.7953 0.5770 2.9325
H 4.0923 0.9949 3.3525
H 3.4179 2.3139 2.3977
H 5.4012 0.2996 1.7414
H 5.3440 1.8754 1.2750
H 0.7774 -3.0248 3.8269
H -0.5913 -1.2217 4.1992
H -2.4612 -0.7773 3.3820
H -2.8705 -1.1544 1.7994
H -0.8837 -4.2570 0.4858
H -2.2702 -3.3384 1.0080
H -1.0719 -5.0378 2.4447
H -1.9327 -3.7927 3.0862
H 1.2941 -1.2918 0.4447
H 2.0201 -4.0489 -0.0319
H 0.6031 -3.4513 -0.8544
C 0.8565 1.2726 -5.9377
C 2.2053 1.9204 -5.6413
C 2.0866 3.3506 -5.1150
C 1.4432 4.3468 -6.0816
C 2.1376 4.4760 -7.4371
C 3.5702 4.9883 -7.3360
H 0.3148 1.8056 -6.7200
H 0.9968 0.2439 -6.2773
H 0.2301 1.2491 -5.0409
H 2.8304 1.8929 -6.5374
H 2.7252 1.3175 -4.8888
H 3.0829 3.7057 -4.8351
H 1.5013 3.3411 -4.1883
H 1.4207 5.3295 -5.5998
H 0.3972 4.0714 -6.2469
H 1.5617 5.1706 -8.0545
H 2.1269 3.5177 -7.9648
H 3.5996 5.9675 -6.8530
H 4.0068 5.0920 -8.3308
H 4.2057 4.3061 -6.7681
C -8.4814 0.9250 2.5694
C -7.2311 0.3509 1.9128
C -5.9681 0.5378 2.7529
C -5.5688 1.9921 3.0142
C -5.3423 2.8382 1.7616
C -4.1998 2.3273 0.8923
H -8.4052 2.0044 2.7099
H -9.3572 0.7362 1.9463
H -8.6567 0.4633 3.5436
H -7.0999 0.7935 0.9215
H -7.3830 -0.7204 1.7505
H -5.1387 0.0141 2.2617
H -6.1072 0.0390 3.7182
H -4.6520 1.9964 3.6150
H -6.3317 2.4740 3.6313
H -5.1149 3.8614 2.0722
H -6.2586 2.8966 1.1678
H -3.2651 2.3060 1.4565
H -4.0577 2.9817 0.0301
H -4.3969 1.3215 0.5132


89
Properties=species:S:1:pos:R:3 method="wB97M-V/def2-TZVPD" e_tot_ha=-3468.384057 s_squared=0.758 homo_lumo_gap_ev="7.012 / 4.837" charge=+2 homo_ev="-14.302 / -13.996" multiplicity=2 e_lumo_ev="-7.290 / -9.159"
C 1.2588 -2.7905 -3.5533
C 0.1237 -2.9927 -2.7550
C -0.9523 -3.7253 -3.2711
C -0.8914 -4.2497 -4.5631
C 0.2461 -4.0563 -5.3460
C 1.3229 -3.3269 -4.8368
P 0.1158 -2.3204 -1.0523
C -1.3189 -3.1360 -0.2744
C -2.4301 -2.3412 0.0376
C -3.5637 -2.9146 0.6073
C -3.5905 -4.2832 0.8835
C -2.4812 -5.0762 0.5883
C -1.3471 -4.5061 0.0094
Ce 0.0831 -0.0321 -0.8825
P 0.0531 2.2620 -0.8941
C -1.0249 2.9794 -2.1878
C -0.5239 3.7603 -3.2369
C -1.3905 4.2760 -4.2019
C -2.7590 4.0197 -4.1238
C -3.2621 3.2418 -3.0781
C -2.4022 2.7167 -2.1165
C -0.5492 3.0135 0.6552
C 0.2107 2.8060 1.8144
C -0.1857 3.3719 3.0227
C -1.3530 4.1362 3.0863
C -2.1208 4.3335 1.9385
C -1.7207 3.7755 0.7238
C 1.6577 3.0958 -1.1801
C 2.8204 2.3174 -1.2686
C 4.0501 2.9148 -1.5354
C 4.1359 4.2987 -1.7010
C 2.9853 5.0808 -1.6026
C 1.7503 4.4835 -1.3475
C 1.5613 -3.1375 -0.2818
C 2.2292 -4.2094 -0.8878
C 3.3232 -4.8010 -0.2548
C 3.7540 -4.3304 0.9853
C 3.0902 -3.2617 1.5923
C 2.0026 -2.6610 0.9626
H 1.0996 2.1825 1.7630
H 0.4057 3.2032 3.9181
H -1.6690 4.5675 4.0320
H -3.0358 4.9173 1.9882
H -2.3223 3.9229 -0.1682
H 0.5403 3.9642 -3.3016
H -0.9931 4.8782 -5.0143
H -3.4316 4.4216 -4.8766
H -4.3272 3.0369 -3.0148
H -2.7855 2.1027 -1.3050
H 2.7540 1.2440 -1.1184
H 4.9439 2.3009 -1.6046
H 5.0969 4.7654 -1.8986
H 3.0464 6.1588 -1.7233
H 0.8572 5.0959 -1.2731
H 1.8966 -4.5809 -1.8520
H 3.8371 -5.6303 -0.7330
H 4.6061 -4.7924 1.4761
H 3.4244 -2.8897 2.5569
H 1.4854 -1.8240 1.4258
H -2.3881 -1.2716 -0.1515
H -4.4197 -2.2917 0.8508
H -4.4708 -4.7286 1.3385
H -2.4951 -6.1391 0.8136
H -0.4808 -5.1218 -0.2136
H -1.8384 -3.8815 -2.6641
H -1.7353 -4.8098 -4.9560
H 0.2920 -4.4656 -6.3514
H 2.2098 -3.1680 -5.4440
H 2.0861 -2.2050 -3.1629
H -0.4304 0.0037 -2.3389
H 1.2347 0.0235 -1.9111
O -2.0730 0.2231 7.2815
N -0.9450 0.1093 6.9072
O -0.0722 0.0187 7.7182
C -0.6425 0.0901 5.5088
C -1.6604 0.2122 4.5507
C -1.3821 0.2070 3.1678
C -0.0366 0.0501 2.7417
O 0.3149 -0.0254 1.4313
C 1.0088 -0.0384 3.7074
C 0.6812 -0.0267 5.0732
N 2.3965 -0.1090 3.3294
O 3.2410 -0.2398 4.1641
O 2.7371 0.0772 2.2005
N -2.4537 0.3943 2.2402
O -3.5816 0.4663 2.6256
O -2.2232 0.6340 1.0964
H -2.6818 0.3291 4.8882
H 1.4717 -0.0963 5.8098


12
Properties=species:S:1:pos:R:3 method="wB97M-V/def2-TZVPD" e_tot_ha=-231.974953 homo_lumo_gap_ev=8.373 charge=0 homo_ev=-7.642 multiplicity=1 e_lumo_ev=0.731
C 0.6632 1.4215 -0.3535
C 0.0829 0.0907 0.0471
C 0.4238 -0.4859 1.3018
C 0.6968 -0.8960 2.4040
C -0.9399 -0.4405 -0.6572
C -1.5134 -1.1545 -1.5476
H 0.1620 2.2080 0.2184
H 1.7345 1.4734 -0.1377
H 0.5064 1.6210 -1.4187
H -0.1802 -1.2161 -1.3406
H 0.8924 -1.2317 3.3964
H -2.5287 -1.3899 -1.9126


26
Properties=species:S:1:pos:R:3 method="wB97M-V/def2-TZVPD" e_tot_ha=-591.996523 homo_lumo_gap_ev=11.500 charge=+1 homo_ev=-14.079 multiplicity=1 e_lumo_ev=-2.579
N 1.0626 -1.0007 0.7629
H 0.9436 -0.4544 1.6157
H 1.3868 -1.9600 1.0504
H 0.1843 -1.2428 0.3131
H 1.6442 -0.3666 0.1922
H 2.6242 2.4360 -3.2777
H 1.3214 1.9214 -2.4562
O 2.0505 2.5451 -2.5009
H 2.3114 -4.1640 1.1281
H 1.8737 -3.9281 -0.3140
O 2.0016 -3.4754 0.5251
H 1.8813 2.0758 -0.1343
H 3.3613 1.5064 0.0241
O 2.4305 1.3443 0.1905
H -4.0501 1.5784 -0.0648
H -4.6569 0.1288 0.5169
O -3.9150 0.6991 0.2908
H -1.2876 1.5521 3.2651
H -1.2130 0.3384 4.2464
O -1.0953 0.6050 3.3331
H -1.6945 0.6637 1.6333
H -1.9509 0.2295 0.2529
O -1.2807 0.1133 0.9472
H -1.3580 0.1414 -4.4278
H -1.5971 -1.0006 -3.4578
O -0.9781 -0.2859 -3.6546


16
Properties=species:S:1:pos:R:3 method="wB97M-V/def2-TZVPD" e_tot_ha=-288.664409 homo_lumo_gap_ev=10.305 charge=0 homo_ev=-9.221 multiplicity=1 e_lumo_ev=1.084 smiles=CC#CCN1CC1
C 3.5476 0.2809 0.1224
C 2.1081 0.0293 0.0536
C 0.9386 -0.2480 -0.0347
C -0.4176 -0.7556 -0.2771
N -1.4310 -0.2498 0.6391
C -2.7799 -0.3457 0.1103
C -2.1002 0.9691 0.2266
H 3.8502 1.0602 -0.5840
H 4.0848 -0.6371 -0.1353
H 3.8598 0.5813 1.1271
H -0.6813 -0.5454 -1.3318
H -0.3951 -1.8465 -0.1632
H -3.5522 -0.6448 0.8150
H -2.8971 -0.7505 -0.8973
H -1.7705 1.4462 -0.6976
H -2.3641 1.6562 1.0269


82
Properties=species:S:1:pos:R:3 method="wB97M-V/def2-TZVPD" e_tot_ha=-4270.730815 homo_lumo_gap_ev=1.148 charge=0 homo_ev=-8.547 multiplicity=1 e_lumo_ev=-7.399
Al 2.6537 2.0503 3.1321
N 9.0695 3.9867 1.2664
O 7.9119 3.8481 1.4243
O 9.6029 5.0538 1.6701
O 9.8391 3.1596 0.8408
N -0.7851 5.7171 6.5442
O -0.8218 5.6336 5.2817
O 0.0597 5.0093 7.0767
O -1.5892 6.3884 7.1996
C 1.7322 -5.2999 5.1108
F 2.4494 -5.1247 4.0186
F 1.0589 -6.5000 5.2549
F 2.5245 -5.1841 6.1916
S 0.3765 -3.8463 5.0925
O 0.4687 -3.2704 3.7695
O -0.9267 -4.4717 5.4541
N 1.0261 -2.5808 6.1622
S 0.5236 -3.1060 7.5217
O -0.7837 -2.4730 7.7186
O 0.5835 -4.5350 7.8300
C 1.8097 -2.3730 8.8647
F 1.4526 -2.7540 10.0969
F 3.0715 -2.8252 8.6763
F 1.8817 -1.0489 8.7196
O 3.7146 -0.7958 -2.7999
P 3.9265 -1.1551 -4.2295
N 2.5221 -1.8112 -4.9667
C 2.1189 -3.1423 -4.4447
C 1.3206 -0.9383 -5.3961
N 5.1484 -2.3102 -4.4506
C 5.4974 -2.9830 -5.7202
C 5.9367 -2.7818 -3.2499
N 4.4373 0.1313 -5.1944
C 4.2291 -0.0024 -6.6384
C 5.3242 1.1986 -4.6646
H 1.2172 -3.4196 -4.9907
H 1.7904 -3.0567 -3.4089
H 2.9142 -3.8863 -4.4903
H 0.5342 -1.5718 -5.8063
H 1.5227 -0.2373 -6.2059
H 1.0202 -0.4037 -4.4949
H 5.3854 -4.0543 -5.5534
H 4.8410 -2.7864 -6.5679
H 6.5190 -2.7051 -5.9796
H 6.6989 -3.5326 -3.4582
H 6.4168 -2.0134 -2.6440
H 5.2361 -3.4344 -2.7289
H 5.0840 -0.5401 -7.0484
H 3.4067 -0.6097 -7.0163
H 4.1921 1.0317 -6.9813
H 6.1657 0.8561 -4.0624
H 4.7950 1.8898 -4.0086
H 5.7702 1.8649 -5.4030
O -3.4821 1.5925 0.6128
P -4.9862 1.7726 0.3750
N -5.3545 3.1801 -0.5188
C -5.3101 4.4894 0.0811
C -5.2002 3.1336 -1.9639
N -6.0319 2.0310 1.7614
C -7.4148 2.5780 1.6671
C -5.5661 1.5152 3.0456
N -5.8496 0.5063 -0.4707
C -7.2872 0.6246 -0.8261
C -5.2760 -0.8286 -0.5467
H -4.3571 5.0113 -0.0054
H -5.5686 4.5589 1.1377
H -6.0166 5.1042 -0.4766
H -6.0114 3.6725 -2.4534
H -5.2850 2.0882 -2.2606
H -4.2761 3.6177 -2.2799
H -7.5718 3.1765 2.5644
H -7.4340 3.3420 0.8899
H -8.1972 1.8284 1.5490
H -4.8625 0.6854 2.9782
H -5.0968 2.3319 3.5940
H -6.3739 1.1305 3.6682
H -7.5092 1.6848 -0.7047
H -7.5026 0.2289 -1.8187
H -7.8564 0.1089 -0.0526
H -4.2121 -0.7049 -0.7490
H -5.6038 -1.2958 -1.4753
H -5.3814 -1.4182 0.3640


39
Properties=species:S:1:pos:R:3 method="wB97M-V/def2-TZVPD" e_tot_ha=-2195.870677 s_squared=0.761 homo_lumo_gap_ev="7.518 / 2.799" charge=+1 homo_ev="-11.046 / -11.046" multiplicity=2 e_lumo_ev="-3.528 / -8.247"
Rb 0.2362 0.7678 -2.8019
N -0.4004 2.4084 -5.1365
S 0.1153 2.3315 -6.5611
O 1.5349 2.3348 -6.7309
O -0.6905 3.0347 -7.5044
F -0.3658 0.8155 -6.7630
S 0.2084 3.9966 -4.8624
O 0.7155 4.8465 -5.9476
O 0.9578 4.0583 -3.6244
F -1.2653 4.5721 -4.4467
O 0.6571 0.0252 0.0371
P 0.2135 -0.6116 1.2667
N -0.1022 0.5025 2.4984
C 1.0000 0.9628 3.2895
C -1.2232 1.4822 2.3767
N 1.3217 -1.8539 1.7871
C 2.2772 -2.4255 0.7616
C 1.3821 -2.5008 3.0931
N -1.2640 -1.5401 1.1917
C -1.8914 -2.1775 2.3419
C -1.9375 -1.7572 -0.0551
H 1.2626 1.9935 3.0512
H 1.8441 0.2816 3.1820
H 0.7708 0.9636 4.3551
H -2.0573 1.0618 1.8149
H -0.8798 2.3285 1.7818
H -1.5754 1.9209 3.3103
H 2.7985 -1.6297 0.2297
H 3.1147 -2.9838 1.1801
H 1.8252 -3.0070 -0.0419
H 0.4002 -2.9212 3.3104
H 2.0703 -3.3460 3.0841
H 1.7274 -1.8809 3.9205
H -1.3895 -1.8387 3.2483
H -2.9129 -1.7998 2.2976
H -1.9001 -3.2620 2.2327
H -1.4140 -1.2900 -0.8893
H -2.8129 -1.1082 -0.0793
H -2.3516 -2.7552 -0.1986


12
Properties=species:S:1:pos:R:3 method="wB97M-V/def2-TZVPD" e_tot_ha=-838.546188 homo_lumo_gap_ev=7.997 charge=0 homo_ev=-8.253 multiplicity=1 e_lumo_ev=-0.257 smiles="C1=P#[PH]1.C#CC"
C -0.8811 -0.2348 1.7556
C -0.8656 -1.1135 0.9263
C 1.3600 1.3007 -0.8348
C -0.8190 -2.1521 -0.1350
P 1.1724 1.9219 0.7191
P 0.2288 2.6339 -1.0078
H -0.9614 0.6605 2.4255
H 1.0504 3.8444 -1.3842
H 1.7412 0.3556 -1.2592
H 0.1730 -2.6469 0.0513
H -1.6057 -2.7861 -0.0840
H -0.5931 -1.7838 -1.1729


29
Properties=species:S:1:pos:R:3 method="wB97M-V/def2-TZVPD" e_tot_ha=-4416.243474 homo_lumo_gap_ev=11.370 charge=0 homo_ev=-10.820 multiplicity=1 e_lumo_ev=0.550 smiles=ClC(Cl)Cl.ClCCCl.ClCCCl.ClCCCl
C 0.0172 1.4221 1.4718
Cl 1.5297 0.9660 0.7841
Cl -0.5369 3.0406 0.9156
Cl 0.0218 1.3503 3.1937
H -0.6799 0.7606 1.0329
Cl -0.5887 -2.5707 -2.5545
C 0.7369 -1.4617 -2.3168
C 1.0584 -0.7459 -3.5939
Cl 2.4513 0.2899 -3.3097
H 1.6200 -2.0051 -1.9679
H 0.4111 -0.7468 -1.5482
H 0.2526 -0.1608 -4.0425
H 1.3680 -1.4433 -4.4003
Cl 2.8977 -2.2232 2.4650
C 3.2855 -0.8628 3.5181
C 4.4692 -0.0654 2.9917
Cl 4.8305 1.2291 4.1144
H 3.5932 -1.2849 4.4865
H 2.4069 -0.2151 3.6003
H 4.3177 0.3970 2.0235
H 5.3826 -0.6482 2.9125
Cl -3.9711 0.7793 -3.1188
C -5.1128 1.0594 -1.8014
C -4.8698 0.1508 -0.5756
Cl -3.3294 0.5458 0.2405
H -6.1045 0.9570 -2.2845
H -4.9671 2.0868 -1.5041
H -4.7699 -0.8830 -0.8329
H -5.7203 0.2823 0.1003


8
Properties=species:S:1:pos:R:3 method="wB97M-V/def2-TZVPD" e_tot_ha=-1081.058908 homo_lumo_gap_ev=8.051 charge=0 homo_ev=-9.054 multiplicity=1 e_lumo_ev=-1.003 smiles=N#[PH][PH]#[PH2]
N 2.2378 1.2005 -1.6460
P -0.0591 -1.4364 -0.2940
P 1.4550 0.5800 -0.5222
P -1.6731 -0.4805 0.6534
H 0.7173 1.1032 0.5444
H -0.3685 -1.0349 -1.4941
H -1.1680 -0.8051 1.9363
H -1.1414 0.8731 0.8222


12
Properties=species:S:1:pos:R:3 method="wB97M-V/def2-TZVPD" e_tot_ha=-1739.215326 homo_lumo_gap_ev="7.467 / 7.458" charge=0 homo_ev="-9.166 / -9.164" multiplicity=1 e_lumo_ev="-1.700 / -1.706" smiles="C=C(Cl)C(=C(Cl)Cl)[N+](=O)[O-]"
C 0.7619 0.6251 -1.6298
C -0.0647 -0.2113 0.3765
C 0.5925 0.8270 -0.3332
C -1.3588 0.2005 1.2538
N 0.2727 -1.5765 0.1936
O -0.3313 -2.3741 0.8848
O 1.1392 -1.8630 -0.6162
Cl 1.0196 2.2554 0.6292
Cl -1.9986 -0.8742 2.3178
Cl -1.8510 1.8290 1.3543
H 1.3567 1.3663 -2.2841
H 0.4616 -0.2042 -2.1468


9
Properties=species:S:1:pos:R:3 method="wB97M-V/def2-TZVPD" e_tot_ha=-171.884670 homo_lumo_gap_ev="8.466 / 10.168" charge=0 homo_ev="-9.067 / -11.265" multiplicity=1 e_lumo_ev="-0.601 / -1.097"
C -1.8008 -1.0656 0.5425
C 0.6718 -0.5554 0.2462
C -0.7670 -0.4875 -0.1840
N -2.6946 -1.7496 0.9250
H 0.8758 -1.1322 1.0931
H 1.4230 -0.8913 -0.4229
H 0.9646 0.5005 0.3984
H -1.0308 0.2621 -0.9143
H -1.3032 2.1735 0.1766